(1)
{
  "formula": "C21H19CeN2O8",
  "method": "ωB97M-V with the def2-TZVPD basis set",
  "elements": ["Ce", "O", "C", "O", "C", "O", "O", "O", "C", "O", "C", "C", "C", "N", "C", "C", "C", "O", "O", "H", "H", "H", "C", "C", "C", "C", "C", "C", "H", "H", "H", "H", "H", "H", "H", "H", "H", "N", "C", "C", "C", "C", "C", "C", "H", "H", "H", "H", "H", "H", "H"],
  "positions_angstrom": [[-0.58131, 0.66115, 0.22960], [-2.59546, 2.69400, 3.27772], [-2.04459, 2.05727, 2.43121], [-1.01239, 2.39606, 1.63735], [-2.29413, 0.61135, 1.95139], [-1.49290, -0.26111, 2.33791], [-2.79534, 0.49941, 0.77357], [0.88020, -4.11607, -4.97098], [0.80617, -4.48688, -3.78557], [1.19630, -5.52160, -3.21812], [0.22883, -3.40859, -2.83001], [-0.12048, -3.71521, -1.51753], [-0.60784, -2.73577, -0.67681], [-0.75405, -1.46602, -1.08455], [-0.42316, -1.19137, -2.35810], [0.05729, -2.09655, -3.27242], [-0.56001, 0.27172, -2.68846], [-1.31949, 0.69696, -3.52384], [0.15489, 1.03171, -1.82594], [0.02952, -4.73211, -1.17927], [-0.88660, -2.94274, 0.34911], [0.30024, -1.84126, -4.29330], [2.84788, -2.13832, 3.76844], [2.69081, -2.38698, 2.26278], [4.07239, -2.49951, 1.60317], [1.90441, -3.68226, 2.03084], [1.96159, -1.26088, 1.65842], [1.37082, -0.33957, 1.12028], [3.35598, -2.98925, 4.22937], [1.87664, -2.01058, 4.24689], [3.43662, -1.23866, 3.95120], [4.62266, -3.33000, 2.05292], [4.64434, -1.58199, 1.74396], [3.97664, -2.68210, 0.53313], [2.42885, -4.51641, 2.50339], [1.80984, -3.89419, 0.96533], [0.90461, -3.61468, 2.46233], [-2.26032, 2.41925, -1.22352], [-2.09550, 3.81031, -0.93943], [-0.86024, 4.40313, -1.15608], [-0.67827, 5.74341, -0.84988], [-1.71786, 6.49308, -0.31459], [-2.94852, 5.89093, -0.09682], [-3.14275, 4.55459, -0.41597], [-3.21863, 2.10665, -1.14114], [-1.94947, 2.23500, -2.17638], [-0.04512, 3.82626, -1.57647], [0.28788, 6.20091, -1.02045], [-1.57001, 7.53582, -0.06712], [-3.76887, 6.45890, 0.32298], [-4.10210, 4.08275, -0.24056]],
  "forces_ev_per_angstrom": [[1.23, 0.34, -0.97], [0.02, 0.09, -0.01], [0.59, 0.17, -0.47], [-0.86, -0.61, 0.55], [-0.65, -0.14, 0.32], [0.08, -0.04, 0.38], [-0.41, 0.23, 0.41], [-0.19, -0.15, 0.06], [0.62, 0.27, -0.03], [-0.27, -0.08, 0.00], [-0.18, 0.03, -0.12], [0.05, -0.06, 0.02], [-0.10, -0.01, -0.06], [0.31, 0.02, -0.18], [0.14, 0.48, -0.48], [-0.23, -0.56, 0.42], [0.52, 0.32, 0.87], [0.22, 0.25, -0.18], [-0.83, -0.69, -0.51], [-0.02, 0.01, 0.01], [0.02, 0.01, 0.02], [-0.01, 0.04, -0.01], [0.04, -0.02, 0.02], [0.00, 0.13, -0.01], [0.00, -0.04, 0.05], [0.00, -0.05, -0.01], [0.04, -0.06, -0.12], [-0.28, 0.23, 0.03], [0.01, 0.02, 0.01], [-0.02, -0.01, -0.02], [0.00, 0.00, 0.00], [0.02, 0.01, -0.03], [0.00, 0.00, 0.01], [-0.01, -0.01, 0.00], [-0.01, -0.01, -0.02], [-0.01, 0.01, 0.00], [0.00, 0.02, 0.01], [0.41, 0.14, -0.29], [-0.29, -0.38, 0.09], [0.13, 0.24, -0.09], [-0.04, -0.03, 0.03], [-0.01, -0.03, -0.01], [-0.02, -0.05, -0.02], [0.08, 0.10, 0.14], [-0.07, 0.09, 0.16], [-0.01, -0.18, 0.01], [-0.03, -0.08, 0.01], [0.00, 0.00, -0.01], [0.01, 0.00, 0.00], [0.02, 0.02, 0.00], [0.00, 0.00, 0.00]],
  "largest_force_ev_per_a": 1.6,
  "gap_ev": 6.14,
  "charge": -1,
  "total_energy_ha": -1998.34430,
  "molar_mass_g_mol": 567.5,
  "homo_ev": -5.74,
  "e_above_lowest_kcal_mol": 18.9
}



(2)
{
  "formula": "CH6NO2",
  "method": "ωB97M-V with the def2-TZVPD basis set",
  "elements": ["O", "H", "H", "H", "C", "N", "O", "H", "H", "H"],
  "positions_angstrom": [[1.24944, 0.41833, 2.12188], [2.16697, 0.48295, 1.83946], [1.44890, 0.14006, 3.03422], [-0.26890, -1.25554, -2.67882], [-0.85488, -0.16000, -1.28834], [-0.73920, 0.31808, -0.10246], [-0.03375, -1.04389, -1.76132], [-1.78230, -0.05154, -1.84818], [0.08066, 0.04584, 0.45494], [-1.26694, 1.10572, 0.22862]],
  "forces_ev_per_angstrom": [[0.67, -0.34, 0.53], [0.15, 0.29, -0.68], [-0.89, 0.01, -0.12], [0.11, -0.26, 0.06], [-1.37, -1.10, -0.11], [1.46, -0.31, -0.23], [0.31, 0.52, 0.24], [0.16, 0.89, -0.06], [-0.08, 0.27, 0.32], [-0.52, 0.03, 0.07]],
  "largest_force_ev_per_a": 1.8,
  "gap_ev": 11.38,
  "charge": 1,
  "total_energy_ha": -246.68100,
  "molar_mass_g_mol": 64.1,
  "homo_ev": -15.88,
  "e_above_lowest_kcal_mol": 14.3
}



(3)
{
  "formula": "C2H5N3S",
  "method": "ωB97M-V with the def2-TZVPD basis set",
  "elements": ["S", "N", "C", "N", "N", "C", "H", "H", "H", "H", "H"],
  "positions_angstrom": [[-2.04279, 0.07267, -0.44200], [-0.53303, -0.04376, 0.19509], [0.44764, 1.22129, -0.07166], [1.57383, 0.55709, -0.52088], [1.57734, -0.68810, -0.41720], [0.32165, -1.10650, 0.05528], [-2.64383, -0.09865, 0.64307], [0.50772, 1.54737, 0.96779], [0.25244, 1.99593, -0.79357], [-0.16608, -1.91734, -0.63354], [0.70510, -1.54001, 1.01764]],
  "forces_ev_per_angstrom": [[0.31, -0.08, -2.88], [0.73, 4.39, -0.10], [-2.16, -2.48, 1.71], [3.30, -1.15, -0.04], [0.69, 2.38, -1.84], [-0.82, -4.41, 0.03], [-1.76, -0.31, 2.44], [0.76, 0.78, -0.35], [-1.14, 0.19, -0.09], [1.20, 0.99, 1.31], [-1.10, -0.31, -0.20]],
  "largest_force_ev_per_a": 4.5,
  "smiles": "SN1CN=NC1",
  "gap_ev": 9.69,
  "total_energy_ha": -641.54365,
  "molar_mass_g_mol": 103.1,
  "homo_ev": -8.95,
  "e_above_lowest_kcal_mol": 88.1
}



(4)
{
  "formula": "C5H11P",
  "method": "ωB97M-V with the def2-TZVPD basis set",
  "elements": ["C", "C", "C", "P", "C", "C", "H", "H", "H", "H", "H", "H", "H", "H", "H", "H", "H"],
  "positions_angstrom": [[2.06504, -0.59870, -0.09025], [0.80797, -1.33521, -0.22011], [-0.25102, -0.52603, 0.55398], [-1.91047, -1.01089, -0.04211], [-0.90035, 0.43755, -0.41593], [-1.21546, 1.85737, -0.08573], [1.95877, 0.37020, -0.47915], [2.96579, -1.00643, -0.45425], [2.27963, -0.56781, 1.04852], [0.78033, -2.38511, 0.19184], [0.52691, -1.40592, -1.23032], [-0.10079, -0.15752, 1.51615], [-2.53640, -0.60242, 1.09229], [-0.49678, 0.24062, -1.43270], [-1.13308, 1.99791, 0.93946], [-2.30456, 2.11654, -0.38262], [-0.53553, 2.57585, -0.50908]],
  "forces_ev_per_angstrom": [[1.43, -0.47, 3.53], [-0.85, -1.46, 2.59], [-0.21, -0.75, -3.73], [-0.35, -1.27, -0.43], [0.66, 0.05, -0.80], [-2.34, 0.14, -1.54], [-0.08, 1.52, -0.34], [0.88, -0.86, -0.98], [-0.21, 0.53, -1.64], [0.58, 0.92, -0.40], [-0.67, -0.24, -1.34], [0.41, 0.18, 1.56], [-0.86, 0.80, 1.00], [-0.36, 0.63, 0.61], [-0.11, 0.24, 2.13], [1.82, -0.17, 0.36], [0.27, 0.18, -0.56]],
  "largest_force_ev_per_a": 3.8,
  "smiles": "CC[C@@H]1P[C@H]1C",
  "gap_ev": 10.30,
  "total_energy_ha": -538.39218,
  "molar_mass_g_mol": 102.1,
  "homo_ev": -9.10,
  "e_above_lowest_kcal_mol": 21.3
}



(5)
{
  "formula": "C27H23N4O2PSSn",
  "method": "ωB97M-V with the def2-TZVPD basis set",
  "elements": ["Sn", "N", "C", "S", "N", "N", "C", "C", "C", "C", "C", "C", "C", "C", "C", "C", "C", "C", "N", "H", "H", "H", "H", "H", "H", "H", "H", "H", "H", "H", "O", "C", "O", "C", "P", "C", "C", "C", "C", "C", "C", "C", "C", "C", "C", "C", "C", "H", "H", "H", "H", "H", "H", "H", "H", "H", "H", "H", "H"],
  "positions_angstrom": [[1.51114, 0.59844, -2.27014], [-2.13492, 3.33917, -2.42352], [-0.90135, 2.75954, -2.47968], [-0.39484, 1.93754, -3.88286], [-0.22000, 3.10948, -1.33138], [1.06428, 2.74675, -1.24739], [1.84713, 3.37805, -0.39623], [1.35458, 4.54729, 0.27926], [1.45101, 4.61569, 1.65432], [0.89008, 5.71793, 2.27751], [0.38602, 6.76853, 1.55963], [0.25291, 6.74584, 0.15926], [0.76406, 5.62664, -0.47922], [3.21941, 2.79418, -0.35211], [4.34500, 3.51575, 0.24263], [5.52786, 2.89113, 0.27238], [5.65884, 1.59395, -0.22140], [4.63392, 0.94268, -0.82665], [3.39821, 1.56158, -0.92353], [-2.78562, 3.19088, -3.15141], [-2.47503, 3.68472, -1.52373], [2.02512, 3.84473, 2.20593], [0.75334, 5.81723, 3.33179], [-0.10919, 7.68095, 1.94716], [-0.22532, 7.59594, -0.32749], [0.85351, 5.73877, -1.49909], [4.19766, 4.57535, 0.52503], [6.38929, 3.39303, 0.64795], [6.65447, 1.14745, -0.17489], [4.59969, -0.14035, -1.14225], [-0.69325, -0.41584, -2.00414], [-0.26682, -0.76163, -0.76884], [0.85820, -0.31109, -0.35279], [-1.03474, -1.78017, 0.07280], [-1.71300, -3.25323, -0.84955], [-0.45608, -4.43255, -0.16375], [-0.62627, -4.95916, 1.15599], [0.16690, -5.95273, 1.65905], [1.08743, -6.59363, 0.77241], [1.30585, -6.00226, -0.48716], [0.38184, -5.08449, -1.02883], [-3.20328, -3.44050, 0.08717], [-4.10618, -2.29241, 0.09505], [-5.26512, -2.40583, 0.80129], [-5.70006, -3.59587, 1.29567], [-5.01976, -4.73872, 0.99674], [-3.66608, -4.65880, 0.52709], [-1.84139, -1.25498, 0.57229], [-0.38740, -2.12212, 0.86561], [-1.26290, -4.39369, 1.88238], [-0.00496, -6.21290, 2.68639], [1.48937, -7.58052, 1.01069], [1.99368, -6.51199, -1.16067], [0.30357, -5.09139, -2.12404], [-3.90453, -1.38434, -0.45253], [-5.76117, -1.47359, 1.08345], [-6.66484, -3.59598, 1.92990], [-5.34511, -5.80613, 1.18027], [-3.19519, -5.61233, 0.26818]],
  "forces_ev_per_angstrom": [[0.30, -0.16, -0.72], [1.22, -0.54, 1.21], [-1.25, 0.79, -1.14], [0.10, 0.73, 1.30], [1.15, -0.12, 0.65], [-1.22, -0.61, -0.91], [0.15, -1.08, -1.38], [0.04, 1.57, -0.85], [0.61, -0.11, 0.50], [-0.16, 0.38, 0.61], [-1.98, 1.50, -1.50], [0.86, -0.99, 1.05], [0.10, 0.10, 2.31], [1.89, -0.30, 0.44], [-3.77, 0.54, -1.13], [1.01, -0.81, -0.24], [1.78, -0.13, 0.12], [-3.07, -0.31, -0.23], [0.74, 0.91, 1.48], [-0.57, -0.18, -0.74], [0.31, -0.04, -0.55], [-0.80, 0.45, -0.25], [0.54, -0.34, 0.67], [0.72, -0.88, 0.75], [0.37, -0.40, -0.21], [0.05, -0.72, -2.33], [0.12, -0.87, 0.07], [0.51, 0.23, 0.28], [-0.42, -0.11, 0.04], [0.54, 1.50, 0.09], [1.47, -1.19, 4.65], [-0.26, 0.66, -3.68], [-1.38, -0.22, -0.02], [0.23, 1.71, -1.04], [1.20, 0.01, 2.63], [-2.13, -1.21, -0.53], [0.03, 2.47, 0.73], [0.35, -0.53, -1.38], [-0.58, 1.11, -0.08], [-0.80, -1.81, 0.22], [1.36, -0.77, -0.09], [-0.44, 1.70, -1.60], [0.95, -1.35, 0.07], [0.37, 2.56, 0.30], [-2.91, -0.66, 1.85], [2.72, -2.95, 0.10], [-3.10, -1.38, -0.47], [-0.25, 0.17, -0.14], [0.22, -0.39, 0.09], [0.38, -0.68, -0.81], [0.19, -0.54, 0.18], [0.47, 0.63, 0.13], [-0.15, 0.18, 0.08], [0.23, 0.81, 0.48], [0.42, 0.15, 0.19], [-0.32, -0.41, -0.48], [1.63, -0.25, -1.30], [-0.10, 1.67, 0.12], [0.29, 0.53, 0.44]],
  "largest_force_ev_per_a": 5.0,
  "gap_ev": [4.42, 5.42],
  "charge": 2,
  "total_energy_ha": -2365.37701,
  "molar_mass_g_mol": 617.3,
  "homo_ev": [-13.47, -13.41],
  "e_above_lowest_kcal_mol": 78.8
}



(6)
{
  "formula": "C2H2Cl3P",
  "method": "ωB97M-V with the def2-TZVPD basis set",
  "elements": ["H", "P", "C", "Cl", "C", "Cl", "Cl", "H"],
  "positions_angstrom": [[-0.61228, -1.20004, -2.48223], [0.62267, -1.23735, -1.53461], [-0.20719, -0.00213, -0.41895], [-1.77188, 0.48793, -0.75620], [0.28421, 0.46683, 0.87316], [1.93664, -0.03421, 1.19710], [-0.70837, -0.10848, 2.17689], [0.45620, 1.62746, 0.94483]],
  "forces_ev_per_angstrom": [[1.75, -0.14, 1.25], [-3.22, 2.99, 1.37], [1.95, -3.61, -3.27], [-1.12, 0.70, -0.23], [1.70, 2.76, 0.64], [0.91, -0.58, -0.16], [-0.77, -0.04, 0.72], [-1.21, -2.08, -0.32]],
  "largest_force_ev_per_a": 5.2,
  "smiles": "[H]/P=C(\\Cl)C(Cl)Cl",
  "gap_ev": 8.07,
  "total_energy_ha": -1799.25895,
  "molar_mass_g_mol": 163.4,
  "homo_ev": -9.13,
  "e_above_lowest_kcal_mol": 66.6
}